Entry from the OMol25 dataset: a 7-piece molecular cluster, C56H55Cl2F15N2OP overall (wB97M-V/def2-TZVPD).

Computed properties:
HOMO level, eV: -10.45
Net charge: +1
DFT total energy, a.u.: -5111.13924
2S+1: 1

Cartesian coordinates (Å):
C: 4.0299 -6.5534 0.1745
C: 3.6209 -5.2708 0.9069
N: 2.3789 -5.3802 1.7172
C: 1.2434 -4.8110 1.0917
C: 1.2751 -3.4691 0.7305
C: 0.2199 -2.8786 0.1482
C: 0.3768 -1.4033 -0.1749
C: -0.1352 -0.6321 1.0724
O: -0.3708 -1.1451 2.1296
Cl: -0.3902 1.1023 0.7919
N: -0.9032 -3.5634 -0.1129
C: -2.0335 -2.8775 -0.7832
C: -1.9021 -3.1217 -2.3233
C: -1.4933 -1.8590 -3.1190
Cl: -3.4257 -3.7575 -3.0294
C: -0.9956 -4.8707 0.2239
C: -2.2871 -5.6174 -0.0589
C: -3.2902 -5.3570 1.1156
C: -4.1720 -6.5482 1.4779
F: -3.6124 -7.7352 1.1882
F: -4.3203 -6.5371 2.8380
C: -5.5881 -6.5337 0.8210
F: -5.9838 -5.3115 0.4288
F: -5.4765 -7.2701 -0.3097
C: -6.7130 -7.2107 1.6632
F: -6.2986 -8.3278 2.2523
F: -7.6500 -7.6080 0.7629
C: -7.4496 -6.2541 2.6678
F: -7.7336 -6.9566 3.7660
F: -6.6957 -5.2154 3.0487
F: -8.5774 -5.7871 2.1597
C: 0.0599 -5.5313 0.8499
P: -0.1523 -7.3118 1.3229
C: -1.0278 -7.4866 2.9430
C: 1.4288 -8.2355 1.4457
H: 4.4497 -7.3228 0.8222
H: 4.8305 -6.2718 -0.5215
H: 3.2034 -6.8995 -0.4501
H: 4.4268 -5.0371 1.6112
H: 3.6182 -4.4541 0.1737
H: 2.5431 -4.8812 2.5858
H: 2.1865 -2.9162 0.9289
H: 1.4325 -1.1775 -0.3253
H: -0.2487 -1.0703 -0.9992
H: -2.9884 -3.3063 -0.4962
H: -2.0633 -1.8192 -0.5379
H: -1.1355 -3.8832 -2.4839
H: -1.8787 -1.8809 -4.1348
H: -0.3999 -1.7780 -3.1364
H: -1.8427 -0.9766 -2.5705
H: -2.7405 -5.1898 -0.9587
H: -2.1074 -6.6695 -0.2746
H: -2.6934 -5.1366 2.0058
H: -3.8498 -4.4471 0.8992
H: -1.7780 -6.7017 3.0067
H: -1.4856 -8.4732 2.9664
H: -0.3293 -7.3206 3.7702
H: 1.1733 -9.2585 1.7498
H: 1.9734 -8.3044 0.5099
H: 2.0287 -7.8278 2.2625
F: -12.1361 -4.4344 -2.5428
C: -11.0043 -5.1533 -2.4419
C: -10.3967 -5.6172 -3.5923
C: -9.2266 -6.3547 -3.4863
C: -8.6859 -6.6265 -2.2360
C: -9.3125 -6.1564 -1.0893
C: -10.4780 -5.4093 -1.1910
H: -10.8382 -5.4013 -4.5564
H: -8.7367 -6.7183 -4.3800
H: -7.7745 -7.2063 -2.1559
H: -8.8955 -6.3701 -0.1204
H: -10.9774 -5.0268 -0.3103
F: 2.7869 4.2302 -0.8258
C: 1.7728 5.0988 -0.6140
C: 2.0145 6.4563 -0.6203
C: 0.9555 7.3282 -0.4038
C: -0.3217 6.8276 -0.1750
C: -0.5412 5.4572 -0.1675
C: 0.5141 4.5868 -0.3947
H: 3.0182 6.8232 -0.7920
H: 1.1247 8.3959 -0.4124
H: -1.1444 7.5078 -0.0021
H: -1.5342 5.0669 0.0159
H: 0.3731 3.5142 -0.4026
F: 5.7953 -0.8227 -0.3300
C: 6.0788 0.5017 -0.3926
C: 5.1015 1.4119 -0.0507
C: 5.3891 2.7682 -0.1094
C: 6.6453 3.1944 -0.5180
C: 7.6179 2.2639 -0.8634
C: 7.3353 0.9056 -0.7954
H: 4.1246 1.0610 0.2586
H: 4.6329 3.4874 0.1635
H: 6.8668 4.2515 -0.5680
H: 8.5923 2.5918 -1.1839
H: 8.0813 0.1646 -1.0520
F: 0.5188 6.1846 3.0538
C: -0.5126 5.9080 3.8697
C: -0.9107 6.8492 4.7982
C: -1.9793 6.5608 5.6348
C: -2.6277 5.3364 5.5398
C: -2.2110 4.4003 4.6034
C: -1.1492 4.6875 3.7572
H: -0.3877 7.7944 4.8619
H: -2.3062 7.2920 6.3619
H: -3.4583 5.1129 6.1965
H: -2.7133 3.4444 4.5315
H: -0.8139 3.9745 3.0146
F: 8.7176 4.4750 -2.2594
C: 9.9772 4.8644 -2.5573
C: 10.5031 4.5479 -3.7935
C: 11.7947 4.9521 -4.0986
C: 12.5429 5.6554 -3.1639
C: 11.9982 5.9602 -1.9240
C: 10.7033 5.5673 -1.6174
H: 9.9061 3.9924 -4.5051
H: 12.2177 4.7177 -5.0663
H: 13.5515 5.9659 -3.4031
H: 12.5820 6.5047 -1.1940
H: 10.2577 5.8026 -0.6595
F: -0.9141 9.6160 -1.5295
C: -0.6777 10.9435 -1.5929
C: -1.6865 11.8234 -1.2565
C: -1.4387 13.1870 -1.3179
C: -0.1939 13.6507 -1.7225
C: 0.8068 12.7506 -2.0614
C: 0.5675 11.3856 -1.9921
H: -2.6521 11.4420 -0.9511
H: -2.2177 13.8883 -1.0503
H: -0.0048 14.7149 -1.7735
H: 1.7755 13.1113 -2.3808
H: 1.3374 10.6678 -2.2448

Here are the Mulliken charges for atoms 1 to 2, given in e: -1.283, -0.152

Entry from the OMol25 dataset: C56H56AsN2O6SSeTa as an isolated structure (wB97M-V/def2-TZVPD).

Computed properties:
HOMO level, eV: -13.02
Net charge: +2
DFT total energy, a.u.: -7820.67051
2S+1: 1

Cartesian coordinates (Å):
Ta: -0.2210 -0.3938 0.3586
O: -0.7483 1.7466 -0.6264
C: -1.8026 1.7704 -1.6220
C: -1.7653 0.3339 -2.1731
O: -2.0350 -0.0205 -3.2807
O: -1.4086 -0.5100 -1.2045
C: -3.1649 2.0121 -0.9729
C: -3.3121 3.0395 -0.0464
C: -4.5535 3.3229 0.4976
C: -5.6643 2.5785 0.1242
C: -5.5246 1.5537 -0.7968
C: -4.2804 1.2729 -1.3479
C: -1.4942 2.7946 -2.6993
C: -2.4106 2.9858 -3.7294
C: -2.1371 3.8851 -4.7460
C: -0.9544 4.6133 -4.7377
C: -0.0459 4.4347 -3.7075
C: -0.3114 3.5244 -2.6921
H: -0.7700 2.5558 -0.0981
H: -2.4717 3.6601 0.2468
H: -4.6567 4.1364 1.2035
H: -6.6355 2.8050 0.5428
H: -6.3868 0.9749 -1.1005
H: -4.1943 0.4767 -2.0780
H: -3.3392 2.4312 -3.7400
H: -2.8547 4.0262 -5.5427
H: -0.7485 5.3231 -5.5273
H: 0.8745 5.0028 -3.6869
H: 0.4279 3.3750 -1.9157
C: 3.7950 2.8176 5.0196
O: 4.0440 1.4085 5.0942
C: 3.4320 0.5939 4.2585
C: 3.7664 -0.7772 4.4168
C: 3.2010 -1.7146 3.6214
C: 2.2509 -1.3524 2.6188
C: 1.6899 -2.3101 1.7703
C: 2.1204 -3.7412 1.7758
O: 0.7919 -2.0146 0.8930
C: 1.9459 0.0435 2.4799
O: 1.1145 0.4243 1.5163
C: 2.5271 1.0089 3.2808
H: 4.4157 3.2634 5.7888
H: 2.7451 3.0288 5.2233
H: 4.0848 3.2029 4.0420
H: 4.4811 -1.0403 5.1830
H: 3.4805 -2.7492 3.7560
H: 3.1186 -3.8196 1.3366
H: 1.4202 -4.3363 1.1944
H: 2.1661 -4.1378 2.7874
H: 2.2694 2.0449 3.1317
S: -1.6903 0.5355 2.0213
C: -3.3039 -0.2118 2.0995
C: -4.3342 0.5119 2.6884
C: -5.5599 -0.0996 2.9027
C: -5.7657 -1.4286 2.5496
C: -4.7390 -2.1508 1.9596
C: -3.5171 -1.5342 1.7241
As: -2.0306 -2.3975 0.9042
C: -1.5070 -3.8063 2.0948
C: -1.0497 -3.4141 3.3519
C: -0.6726 -4.3755 4.2761
C: -0.7462 -5.7233 3.9429
C: -1.2076 -6.1098 2.6929
C: -1.5937 -5.1524 1.7629
C: -2.6855 -3.1355 -0.7470
C: -1.8872 -4.0269 -1.4571
C: -2.2897 -4.4721 -2.7068
C: -3.4810 -4.0168 -3.2531
C: -4.2727 -3.1238 -2.5464
C: -3.8808 -2.6799 -1.2918
H: -4.1752 1.5384 2.9887
H: -6.3610 0.4626 3.3637
H: -6.7205 -1.8994 2.7374
H: -4.8960 -3.1869 1.6816
H: -1.0081 -2.3623 3.6218
H: -0.3340 -4.0747 5.2588
H: -0.4574 -6.4744 4.6656
H: -1.2807 -7.1597 2.4433
H: -1.9709 -5.4635 0.7962
H: -0.9551 -4.3849 -1.0337
H: -1.6762 -5.1737 -3.2550
H: -3.7952 -4.3637 -4.2281
H: -5.2041 -2.7728 -2.9706
H: -4.5017 -1.9754 -0.7527
C: 4.7552 -2.4721 -0.9349
C: 4.3921 -2.7242 -2.3939
C: 3.3145 -3.7920 -2.5647
C: 1.9321 -3.3373 -2.1064
N: 1.3346 -2.3789 -3.0345
C: 1.2765 -1.0385 -2.9154
Se: 1.8035 -0.0569 -1.3901
N: 0.8380 -0.5153 -4.0680
C: 0.7377 0.9004 -4.4370
C: 1.7882 1.2900 -5.4695
C: 3.2237 1.2533 -4.9536
C: 3.5241 2.3430 -3.9318
C: 0.5508 -1.5508 -4.9480
C: 0.0060 -1.5476 -6.2281
C: -0.1620 -2.7778 -6.8298
C: 0.1971 -3.9704 -6.1846
C: 0.7226 -3.9736 -4.9086
C: 0.8840 -2.7325 -4.3008
H: 5.6483 -1.8543 -0.8514
H: 4.9640 -3.4148 -0.4221
H: 3.9570 -1.9547 -0.3971
H: 5.2830 -3.0341 -2.9415
H: 4.0654 -1.7918 -2.8679
H: 3.5838 -4.6740 -1.9763
H: 3.2572 -4.1215 -3.6037
H: 1.9808 -2.8542 -1.1333
H: 1.2391 -4.1764 -2.0310
H: 0.8387 1.4772 -3.5208
H: -0.2744 1.0567 -4.8108
H: 1.5464 2.3029 -5.8027
H: 1.6847 0.6484 -6.3469
H: 3.8948 1.3713 -5.8061
H: 3.4468 0.2616 -4.5422
H: 3.2762 3.3257 -4.3388
H: 4.5814 2.3563 -3.6686
H: 2.9588 2.2139 -3.0074
H: -0.2796 -0.6334 -6.7276
H: -0.5774 -2.8273 -7.8265
H: 0.0578 -4.9085 -6.7041
H: 0.9956 -4.8953 -4.4136

Here are the Mulliken charges for atoms 1 to 2, given in e: -0.050, -0.581

Entry from the OMol25 dataset: C56H57N2O2PSTi as an isolated structure (wB97M-V/def2-TZVPD).

Computed properties:
HOMO level, eV: -7.51
DFT total energy, a.u.: -4017.27563
2S+1: 1

Cartesian coordinates (Å):
Ti: 0.3357 0.7359 -0.6874
O: -0.0726 1.3584 -4.4408
C: 0.3938 0.6332 -3.6054
O: 0.6900 1.1360 -2.3769
C: 0.6975 -0.8043 -3.8117
C: 0.6115 -1.2334 -5.1416
C: 0.8713 -2.5392 -5.4930
C: 1.2182 -3.4484 -4.4964
C: 1.3018 -3.0434 -3.1817
C: 1.0479 -1.7164 -2.8046
S: 1.3054 -1.4050 -1.0921
H: 0.3300 -0.5015 -5.8864
H: 0.8034 -2.8518 -6.5263
H: 1.4195 -4.4828 -4.7466
H: 1.5613 -3.7557 -2.4082
C: -4.9347 -4.0519 3.0621
C: -3.9222 -4.9071 2.6560
C: -2.8875 -4.4402 1.8562
C: -2.8442 -3.1092 1.4447
C: -3.8720 -2.2590 1.8604
C: -4.9060 -2.7242 2.6575
P: -1.3823 -2.4314 0.5458
C: -0.8936 -3.9132 -0.4294
C: -1.4570 -4.2769 -1.6492
C: -1.0607 -5.4415 -2.2930
C: -0.0885 -6.2564 -1.7334
C: 0.4960 -5.8953 -0.5267
C: 0.0971 -4.7318 0.1141
C: -2.1926 -1.3481 -0.6918
C: -3.4395 -1.6963 -1.2119
C: -4.0830 -0.9010 -2.1470
C: -3.4763 0.2686 -2.5665
C: -2.2391 0.6244 -2.0471
C: -1.5635 -0.1580 -1.1029
H: -5.7427 -4.4168 3.6830
H: -3.9358 -5.9473 2.9565
H: -2.1138 -5.1300 1.5428
H: -3.8743 -1.2232 1.5418
H: -5.6950 -2.0462 2.9590
H: -2.2019 -3.6447 -2.1132
H: -1.5091 -5.7047 -3.2430
H: 0.2193 -7.1639 -2.2374
H: 1.2652 -6.5167 -0.0855
H: 0.5646 -4.4525 1.0508
H: -3.9196 -2.6074 -0.8754
H: -5.0464 -1.1984 -2.5420
H: -3.9527 0.9091 -3.2988
H: -1.8020 1.5455 -2.4112
C: 3.9313 0.6435 -2.5052
C: 4.9149 0.6527 -1.3399
C: 5.3081 2.0914 -0.9864
C: 4.4930 -0.2346 -0.1698
C: 5.3486 -1.2963 0.1213
C: 5.0848 -2.1995 1.1328
C: 3.9378 -2.0558 1.8900
C: 3.0461 -1.0190 1.6443
C: 1.8085 -0.8614 2.5103
C: 1.3331 -2.1753 3.1239
C: 2.0412 0.1692 3.6205
C: 3.3313 -0.1203 0.6084
N: 2.3804 0.9613 0.4052
C: 2.8160 2.0629 0.9116
C: 2.1391 3.3142 1.0774
C: 2.9099 4.3687 1.5996
C: 2.3413 5.5584 1.9748
C: 0.9503 5.6755 1.8850
C: 0.1726 4.6562 1.3907
C: 0.7448 3.4534 0.9144
N: -0.0008 2.4485 0.3657
C: -1.4347 2.5756 0.4763
C: -2.1975 3.3418 -0.4340
C: -3.5797 3.1813 -0.3778
C: -4.1884 2.3594 0.5570
C: -3.4307 1.7483 1.5366
C: -2.0462 1.8676 1.5285
C: -1.2346 1.3747 2.7167
C: -1.7528 0.0939 3.3583
C: -1.1851 2.4823 3.7791
C: -1.6066 4.4148 -1.3607
C: -0.5151 3.9897 -2.3436
C: -2.6743 5.1839 -2.1402
H: 4.3730 1.1521 -3.3652
H: 3.0130 1.1658 -2.2493
H: 3.6701 -0.3730 -2.8008
H: 5.8319 0.1806 -1.7015
H: 4.4402 2.7407 -0.8652
H: 5.8991 2.5106 -1.8029
H: 5.9132 2.1384 -0.0786
H: 6.2453 -1.4138 -0.4755
H: 5.7710 -3.0133 1.3290
H: 3.7319 -2.7621 2.6822
H: 0.9912 -0.5047 1.8717
H: 1.9938 -2.5028 3.9299
H: 1.2837 -2.9626 2.3730
H: 0.3349 -2.0483 3.5434
H: 2.8963 -0.1295 4.2313
H: 1.1678 0.2323 4.2727
H: 2.2386 1.1692 3.2328
H: 3.8224 2.0503 1.3305
H: 3.9771 4.2122 1.7119
H: 2.9433 6.3669 2.3642
H: 0.4649 6.5834 2.2222
H: -0.9020 4.7678 1.3771
H: -4.2083 3.7034 -1.0830
H: -5.2643 2.2374 0.5441
H: -3.9199 1.1827 2.3191
H: -0.2098 1.1967 2.3861
H: -2.7484 0.2241 3.7867
H: -1.0930 -0.1971 4.1781
H: -1.7852 -0.7322 2.6521
H: -2.1953 2.7086 4.1299
H: -0.7454 3.4012 3.3950
H: -0.5947 2.1553 4.6380
H: -1.1425 5.1439 -0.6894
H: -0.1816 4.8728 -2.8923
H: 0.3556 3.5629 -1.8563
H: -0.8737 3.2725 -3.0814
H: -3.1931 4.5389 -2.8538
H: -2.1914 5.9773 -2.7112
H: -3.4177 5.6480 -1.4914

Here are the Mulliken charges for atoms 1 to 2, given in e: 0.418, -0.686